This record from the Open Molecules 2025 dataset describes a structure of composition C24H26N10O2SV. The level of theory is ωB97M-V/def2-TZVPD.

Positions of all 64 atoms, in Å:
V 1.038 -0.116 -0.260
C -2.184 -2.694 3.349
C -0.805 -2.635 3.511
C -0.067 -1.634 2.895
C -0.700 -0.683 2.102
C -2.083 -0.741 1.946
C -2.821 -1.739 2.568
N 0.073 0.280 1.400
C 0.133 1.582 1.875
C -0.623 2.120 2.919
C -0.510 3.466 3.235
C 0.356 4.298 2.526
C 1.132 3.777 1.506
C 1.038 2.424 1.189
N 1.723 1.747 0.192
N 2.747 2.329 -0.393
C 3.426 1.425 -1.156
C 4.633 1.790 -1.772
C 5.344 0.844 -2.465
C 4.869 -0.470 -2.536
C 3.687 -0.767 -1.899
N 2.969 0.145 -1.234
H -2.757 -3.475 3.833
H -0.298 -3.375 4.119
H 1.011 -1.596 2.993
H -2.571 -0.002 1.322
H -3.897 -1.770 2.444
H -1.299 1.480 3.472
H -1.106 3.873 4.042
H 0.424 5.348 2.778
H 1.830 4.391 0.952
H 4.973 2.810 -1.667
H 6.278 1.110 -2.943
H 5.413 -1.242 -3.060
H 3.287 -1.773 -1.904
C -4.078 2.853 -1.936
C -2.996 2.092 -2.599
N -3.064 1.496 -3.749
N -1.822 0.949 -3.911
C -0.995 1.180 -2.890
S 0.613 0.694 -2.722
N -1.752 1.923 -2.045
N -1.353 2.496 -0.842
H -4.959 2.838 -2.571
H -3.760 3.881 -1.764
H -4.315 2.417 -0.966
H -1.601 0.410 -4.729
H -0.388 2.803 -0.944
H -1.358 1.780 -0.118
C -1.610 -3.630 -0.757
C -0.487 -2.663 -0.550
N -0.592 -1.406 -0.835
O -1.830 -0.935 -1.267
C 0.772 -3.076 0.018
C 1.113 -4.482 0.388
N 1.603 -2.075 0.245
O 2.719 -2.259 0.803
H -2.417 -3.426 -0.045
H -1.277 -4.649 -0.592
H -2.006 -3.564 -1.774
H -2.467 -1.659 -1.198
H 0.986 -5.169 -0.452
H 0.503 -4.842 1.221
H 2.154 -4.502 0.700

Computed properties:
**Lowest unoccupied orbital energy (alpha / beta)**: 0.24 / -0.62 eV
**E**: -2970.3470 a.u.
**Charge**: 0
**Gap between HOMO and LUMO (alpha / beta)**: 6.62 / 6.66 eV
**F_max**: 0.50 eV/Å
**Multiplicity**: 4
**HOMO energy (alpha / beta)**: -6.38 / -7.28 eV



This record from the Open Molecules 2025 dataset describes a cluster of 2 separate species, C24H26N2O4S in total in a non-equilibrium geometry. The level of theory is ωB97M-V/def2-TZVPD.

Positions of all 57 atoms, in Å:
C -0.309 0.520 4.130
N -1.632 0.807 3.611
C -2.556 1.507 4.370
C -3.687 1.604 3.640
N -3.453 0.973 2.429
C -4.492 0.848 1.427
C -2.179 0.493 2.401
C -1.523 -0.092 1.223
C -0.137 -0.602 1.406
C 0.905 0.094 0.906
C 2.292 -0.326 1.051
C 3.363 0.388 0.453
C 4.684 0.049 0.719
C 4.980 -1.021 1.574
C 3.939 -1.778 2.121
C 2.612 -1.469 1.825
O -2.108 -0.109 0.124
H 0.121 -0.372 3.668
H 0.367 1.372 3.970
H -0.411 0.344 5.208
H -2.320 1.858 5.361
H -4.633 2.065 3.868
H -4.094 0.305 0.568
H -5.347 0.314 1.865
H -4.824 1.850 1.122
H -0.080 -1.571 1.911
H 0.689 1.082 0.489
H 3.158 1.224 -0.216
H 5.491 0.623 0.261
H 6.014 -1.271 1.810
H 4.146 -2.616 2.786
H 1.798 -2.087 2.205
C -1.894 4.102 -1.704
C -1.024 3.322 -2.655
O -0.377 2.237 -1.973
C 0.225 1.390 -2.859
C 1.091 0.460 -2.144
S 2.096 -0.515 -3.062
C 1.133 -2.046 -3.142
C 0.298 -2.256 -4.238
C -0.441 -3.435 -4.327
C -0.386 -4.374 -3.291
C 0.394 -4.118 -2.159
C 1.153 -2.945 -2.076
O 3.293 -0.896 -2.273
O 0.045 1.452 -4.074
H -2.173 5.025 -2.217
H -2.817 3.560 -1.478
H -1.393 4.359 -0.768
H -1.641 2.920 -3.465
H -0.252 3.980 -3.078
H 1.443 0.756 -1.176
H 0.243 -1.486 -5.005
H -1.047 -3.619 -5.213
H -0.943 -5.308 -3.373
H 0.443 -4.835 -1.339
H 1.757 -2.735 -1.195

Computed properties:
**Lowest unoccupied orbital energy**: -1.99 eV
**E**: -1738.6204 a.u.
**Charge**: 0
**Gap between HOMO and LUMO**: 3.36 eV
**F_max**: 3.34 eV/Å
**HOMO energy**: -5.35 eV



This record from the Open Molecules 2025 dataset describes an isolated molecule of C24H26N2O5. The level of theory is ωB97M-V/def2-TZVPD.

Positions of all 57 atoms, in Å:
C 5.209 4.814 1.285
C 4.337 4.356 0.123
O 3.322 3.456 0.555
C 3.669 2.161 0.670
O 4.773 1.743 0.397
C 2.551 1.353 1.140
C 1.260 1.829 1.492
C 0.522 0.751 1.895
C -0.872 0.698 2.341
C -1.210 0.209 3.600
C -2.533 0.160 3.999
C -3.533 0.600 3.149
C -3.204 1.105 1.902
C -1.883 1.156 1.500
N 1.321 -0.375 1.798
C 0.851 -1.717 1.974
C -0.011 -2.271 0.821
O -0.412 -3.413 0.872
N -0.251 -1.384 -0.169
C -1.063 -1.518 -1.302
C -1.738 -2.699 -1.594
C -2.533 -2.755 -2.729
O -3.238 -3.851 -3.115
C -3.162 -5.012 -2.320
C -2.655 -1.646 -3.568
C -1.978 -0.475 -3.270
O -2.028 0.662 -4.015
C -2.815 0.664 -5.181
C -1.177 -0.413 -2.130
C 2.547 -0.021 1.327
C 3.627 -1.006 1.073
H 4.595 5.264 2.061
H 5.740 3.963 1.704
H 5.933 5.543 0.933
H 4.952 3.861 -0.636
H 3.802 5.198 -0.322
H 0.940 2.850 1.468
H -0.431 -0.107 4.280
H -2.784 -0.220 4.978
H -4.566 0.556 3.460
H -3.980 1.457 1.238
H -1.628 1.549 0.526
H 1.697 -2.394 2.106
H 0.228 -1.786 2.871
H 0.162 -0.465 -0.075
H -1.629 -3.538 -0.931
H -3.536 -4.830 -1.308
H -2.137 -5.392 -2.264
H -3.795 -5.747 -2.814
H -3.285 -1.745 -4.436
H -2.706 1.660 -5.608
H -2.465 -0.080 -5.903
H -3.870 0.481 -4.954
H -0.652 0.505 -1.916
H 3.319 -1.744 0.331
H 3.902 -1.532 1.988
H 4.498 -0.474 0.702

Computed properties:
**Lowest unoccupied orbital energy**: 0.72 eV
**E**: -1415.8955 a.u.
**Charge**: 0
**Gap between HOMO and LUMO**: 9.00 eV
**F_max**: 0.65 eV/Å
**HOMO energy**: -8.28 eV